1.
The following is a DFT calculation (the ωB97M-V functional and the def2-TZVPD basis) of one molecule with the formula C2H3N3O2 in a non-equilibrium geometry.

XYZ file:
```
10
Properties=species:S:1:pos:R:3:forces:R:3:mulliken_charge:R:1
N 1.0173 -0.6088 1.6934 -0.94 -0.47 -1.80 -0.42
C 0.2572 0.0656 0.7734 0.80 -0.62 -1.07 0.33
N -0.1626 1.2542 0.6535 0.55 2.04 0.61 -0.55
N -0.4941 1.5165 -0.7211 -1.46 0.98 2.60 -0.08
O -0.6552 0.2676 -1.2942 0.20 -0.57 -0.83 -0.18
C -0.0284 -0.5995 -0.4903 -0.78 -2.94 -1.16 0.72
O 0.0788 -1.7661 -0.7910 0.40 0.59 0.37 -0.59
H 1.1722 -0.2323 2.5638 0.28 1.13 2.11 0.24
H 1.0082 -1.6210 1.6665 -0.18 0.28 -0.35 0.24
H -1.4672 1.9118 -0.6277 1.13 -0.43 -0.48 0.28
```
Positions in Å, forces in eV/Å.

Results
Strongest force on any atom in hartree/bohr: 0.0632
Frontier orbital gap in eV: 10.2
E in eV: -10685.7408
Structure (SMILES): Nc1n[nH]oc1=O
LUMO level in eV: 0.68
Energy relative to the best compared isomer or geometry (same formula, charge and spin) in kcal/mol: 62.6
Multiplicity: 1
E_HOMO in Ha: -0.34912

=====

2.
The following is a DFT calculation (the ωB97M-V functional and the def2-TZVPD basis) of a 2-piece molecular cluster, C6H5N3OS overall in a non-equilibrium geometry.

XYZ file:
```
16
Properties=species:S:1:pos:R:3:forces:R:3:mulliken_charge:R:1
C -1.2755 -1.5451 -1.0465 -0.55 0.11 0.05 -0.54
C 0.8576 -0.2561 1.5623 3.85 2.73 -3.72 -0.30
C -2.1968 -0.7903 -0.4531 -2.30 0.72 2.62 -0.03
C 2.2539 -0.3799 1.1721 -0.40 -2.60 1.02 -0.15
C -0.9359 0.3918 -1.6750 1.12 -0.93 -1.11 0.41
C 0.9679 1.4905 0.1805 1.61 0.90 -1.52 0.56
N -0.5003 -0.7916 -1.8552 1.62 1.41 -1.32 -0.47
N 0.2056 0.7112 0.9558 -0.78 0.40 1.07 -0.44
N 0.8159 2.6000 -0.4781 1.39 -1.86 0.54 -0.65
O -1.9170 0.4944 -0.8666 -2.25 1.38 1.04 -0.20
S 2.6604 0.7211 -0.0478 -0.82 0.10 1.03 -0.12
H -1.0717 -2.5432 -1.0410 0.04 -2.58 0.41 0.50
H 0.3799 -0.9420 2.1010 -1.85 -2.53 2.45 0.54
H -3.0444 -0.8451 0.3543 2.03 -0.18 -1.99 0.31
H 2.8708 -1.3331 1.5154 -1.15 2.51 -0.93 0.29
H -0.0704 3.0174 -0.3781 -1.55 0.42 0.38 0.29
```
Positions in Å, forces in eV/Å.

Results
Strongest force on any atom in hartree/bohr: 0.1168
Frontier orbital gap (alpha / beta) in eV: 8.0 / 6.8
E in eV: -23650.2633
LUMO level (alpha / beta) in eV: -1.65 / -1.32
Energy relative to the best compared isomer or geometry (same formula, charge and spin) in kcal/mol: 107.2
Multiplicity: 1
E_HOMO (alpha / beta) in Ha: -0.35622 / -0.29984

=====

3.
The following is a DFT calculation (the ωB97M-V functional and the def2-TZVPD basis) of an isolated ion of composition C27H42F8IN3O4PS and charge +1 in a non-equilibrium geometry.

XYZ file:
```
87
Properties=species:S:1:pos:R:3:forces:R:3:mulliken_charge:R:1
C -4.0689 -0.9898 2.3131 0.12 0.11 -0.33 -1.63
C -2.7490 -1.0122 1.5173 -0.73 -0.31 0.18 0.23
C -1.7710 -0.0548 2.1493 -0.69 0.04 0.17 -0.36
F -1.7720 -0.2913 3.4993 0.18 -0.29 0.18 -0.43
N -0.2809 -0.0863 1.7749 -0.68 -0.56 1.16 2.66
C 0.4144 0.8281 2.8054 0.80 0.67 -0.11 -1.17
C 0.9529 0.4458 4.2078 0.24 -0.67 0.57 -0.52
C 0.2433 -0.4323 5.2325 0.25 0.28 0.24 -1.64
O 2.3184 0.0380 4.1276 -0.33 -0.04 -0.21 -0.54
C 0.2089 -1.4616 2.0369 0.78 -0.39 -0.03 -2.15
C 1.6866 -1.4959 1.7223 -0.30 -0.11 -0.98 -2.33
O 2.3099 -2.5406 2.4225 0.10 0.17 0.31 -0.48
C 1.8712 -1.6117 0.1614 0.26 -0.69 0.68 2.66
C 1.8855 -3.1424 -0.1957 0.65 -0.03 -0.76 -1.26
C 3.2249 -3.8575 -0.2892 0.79 -0.39 -0.36 -0.62
C 3.8827 -3.8813 -1.5446 -0.02 -0.18 0.73 -0.12
C 5.0991 -4.5424 -1.7295 -0.27 0.13 0.50 -0.87
C 5.6978 -5.2148 -0.6684 -0.93 0.32 0.74 -0.52
C 5.0384 -5.2369 0.5794 -0.02 0.35 -0.97 -0.90
C 3.8194 -4.5681 0.7584 0.55 -0.31 -0.35 0.11
P 3.6434 -0.9947 0.0431 0.34 1.63 0.26 -0.01
S 3.9882 0.8395 0.6586 0.05 -0.18 0.05 -0.41
C 0.7236 -0.7967 -0.5754 -0.87 -0.19 0.36 -2.76
I -0.8864 -2.2192 -1.2675 0.09 0.13 0.22 0.21
C 1.2502 -0.3102 -1.9631 0.19 -0.78 -0.61 1.02
F 2.1748 0.6612 -1.8716 0.22 0.22 0.39 -0.39
F 1.9585 -1.3782 -2.4469 0.02 -0.07 -0.08 -0.31
C 0.3467 0.0837 -3.2037 0.23 0.39 -0.36 0.38
F 0.1836 -0.9632 -4.0114 0.06 -0.47 -0.12 -0.27
F -0.8676 0.5513 -2.9154 -0.33 0.17 0.41 -0.18
C 1.0211 1.1859 -4.0842 -0.88 -0.51 0.13 0.62
F 2.1963 0.8215 -4.5060 1.19 -0.29 -0.17 -0.23
F 1.0813 2.3332 -3.4412 0.18 0.85 0.58 -0.21
F 0.2407 1.3619 -5.1328 -0.55 0.10 -0.69 -0.27
C -0.0481 0.3470 0.2975 0.11 1.21 -2.04 2.80
C 0.7421 1.6780 0.1105 0.80 0.18 0.92 -2.13
N 0.3799 2.8357 0.9352 -0.26 0.00 -0.09 -0.24
O -1.2725 0.5050 -0.3402 0.03 -0.47 0.49 -0.33
C -2.0555 1.6945 -0.1997 -0.56 0.87 0.24 -0.62
C -1.9925 2.7115 -1.3332 -0.47 0.04 -0.54 -1.15
N -3.1824 2.6303 -2.2038 0.51 0.27 -0.34 -0.20
C -3.8899 3.9137 -2.3261 -0.30 -0.45 -0.04 -0.71
C -4.8038 3.9376 -3.5555 0.33 0.68 0.47 0.33
C -5.9714 4.8998 -3.3424 0.06 -0.03 -0.33 -1.34
O -4.0441 4.4579 -4.6557 0.02 -0.33 -0.22 -0.59
H -4.0544 -1.6698 3.1536 0.02 0.04 0.26 0.40
H -4.8685 -1.2885 1.6443 -0.12 -0.17 -0.04 0.44
H -4.3156 0.0147 2.6436 -0.02 0.13 0.21 0.39
H -3.0060 -0.7317 0.5079 0.40 0.15 -0.22 0.23
H -2.4078 -2.0415 1.4870 0.32 -0.05 0.01 0.12
H -2.1323 0.9601 2.0626 0.27 0.20 -0.30 0.78
H -0.1707 1.7330 2.8607 -0.49 -0.12 0.10 0.90
H 1.3400 1.1403 2.3339 0.08 -0.06 -0.20 0.14
H 1.0283 1.4139 4.6971 -0.14 0.37 -0.23 0.49
H -0.7134 -0.0378 5.5442 -0.30 -0.07 -0.17 0.39
H 0.1717 -1.4798 4.9577 -0.21 -0.11 -0.10 0.34
H 0.8744 -0.3979 6.1161 0.14 -0.02 0.10 0.51
H 2.3443 -0.9250 4.0923 0.23 -0.12 0.09 0.33
H 0.0553 -1.7240 3.0725 -0.15 0.36 0.24 0.96
H -0.3030 -2.2235 1.4577 -0.27 0.24 -0.29 0.95
H 2.2013 -0.5871 2.0242 -0.13 0.06 0.24 0.84
H 1.6938 -3.2665 2.5600 0.02 -0.17 -0.09 0.63
H 1.5280 -3.2555 -1.2062 -0.36 0.12 -0.08 0.81
H 1.1887 -3.6955 0.4274 -0.06 0.00 0.22 0.70
H 3.4349 -3.3775 -2.3889 -0.09 0.05 -0.08 0.45
H 5.5721 -4.5192 -2.6972 0.05 -0.02 -0.15 0.43
H 6.6429 -5.7174 -0.7872 0.11 -0.09 -0.05 0.42
H 5.4929 -5.7770 1.3947 -0.05 -0.03 0.16 0.42
H 3.3551 -4.6290 1.7291 -0.09 0.08 0.08 0.30
H 4.1393 -1.2015 -1.2399 -0.06 -0.40 -0.04 0.21
H 4.2990 -1.8357 0.9369 -0.11 -0.52 -0.30 0.21
H 1.8030 1.4735 0.2189 0.05 -0.10 0.07 -0.27
H 0.6260 1.9555 -0.9249 -0.30 -0.15 -0.21 0.61
H 1.1099 3.0310 1.6050 0.13 0.05 0.02 0.29
H 0.3162 3.6631 0.3586 -0.12 0.00 -0.12 0.32
H -3.0953 1.3790 -0.1440 -0.06 -0.34 -0.19 0.33
H -1.8754 2.2280 0.7264 0.50 -0.15 0.09 0.43
H -1.9565 3.7112 -0.9043 0.02 0.10 0.24 0.43
H -1.1045 2.6222 -1.9501 0.24 -0.11 0.16 0.36
H -2.8492 2.4090 -3.1351 -0.06 -0.21 -0.04 0.20
H -4.4780 4.0575 -1.4239 -0.04 0.04 0.18 0.31
H -3.2079 4.7564 -2.4517 0.11 0.18 0.13 0.35
H -5.1340 2.9241 -3.7701 -0.16 -0.13 -0.04 0.41
H -6.0848 5.2061 -2.3099 -0.13 -0.12 0.22 0.35
H -6.9041 4.4867 -3.7107 -0.16 -0.04 0.04 0.30
H -5.7700 5.7971 -3.9181 0.03 0.14 -0.08 0.34
H -3.7133 3.7400 -5.2000 -0.01 -0.04 -0.07 0.32
```
Positions in Å, forces in eV/Å.

Results
Strongest force on any atom in hartree/bohr: 0.0461
Charge: +1
Frontier orbital gap in eV: 7.8
E in eV: -91295.5968
Structure (SMILES): CC[C@@H](F)[N@@+]1(C[C@@H](C)O)C[C@@H](O)[C@](Cc2ccccc2)([PH2]=S)[C@](I)(C(F)(F)C(F)(F)C(F)(F)F)[C@@]1(CN)OCCNC[C@@H](C)O
LUMO level in eV: -3.35
Multiplicity: 1
E_HOMO in Ha: -0.40940

=====

4.
The following is a DFT calculation (the ωB97M-V functional and the def2-TZVPD basis) of one molecule with the formula C3H7NO3S in a non-equilibrium geometry.

XYZ file:
```
15
Properties=species:S:1:pos:R:3:forces:R:3:mulliken_charge:R:1
O 1.3327 -0.1812 1.4371 1.41 0.00 -0.13 -0.58
S 1.5950 -0.0044 0.0386 -2.14 1.28 0.73 1.10
O 2.1709 -1.0492 -0.7139 0.90 -0.72 -0.85 -0.58
O 2.3937 1.3652 -0.2271 -0.18 0.31 0.17 -0.49
C -0.0940 0.3698 -0.5431 -1.25 -1.27 0.09 -0.16
C -1.0839 0.6476 0.6583 -0.62 -0.32 1.25 -0.48
N -1.6368 -0.7380 0.6191 -3.93 2.13 1.63 -0.44
C -0.9276 -1.1678 -0.5121 3.11 1.77 -0.98 -0.61
H 3.3233 1.3843 -0.5356 -0.70 -0.82 0.20 0.36
H -0.1946 1.0218 -1.4427 0.36 -0.68 0.73 0.43
H -0.6726 0.7875 1.6878 0.19 0.41 -1.22 0.19
H -1.9316 1.3762 0.5409 1.18 -0.21 -0.48 0.31
H -2.6880 -0.5872 0.5538 1.84 -1.08 -0.34 0.27
H -1.4281 -1.3845 -1.4709 0.32 -0.30 0.60 0.32
H -0.1584 -1.8403 -0.0904 -0.48 -0.51 -1.41 0.35
```
Positions in Å, forces in eV/Å.

Results
Strongest force on any atom in hartree/bohr: 0.0926
Frontier orbital gap in eV: 9.4
E in eV: -21689.4723
Structure (SMILES): O=S(=O)(O)C1CNC1
LUMO level in eV: 0.43
Energy relative to the best compared isomer or geometry (same formula, charge and spin) in kcal/mol: 57.7
Multiplicity: 1
E_HOMO in Ha: -0.32951